[1]
{"formula": "C10H29O7Ti3", "method": "ωB97M-V/def2-TZVPD", "lumo_ev": [-6.9805, -7.3590], "spin_multiplicity": 10, "charge": 2, "homo_lumo_gap_ev": [6.07, 6.19], "symbols": ["Ti", "Ti", "Ti", "C", "C", "O", "O", "H", "H", "H", "C", "O", "H", "H", "H", "H", "C", "O", "H", "H", "H", "H", "C", "C", "O", "H", "H", "H", "H", "H", "H", "C", "C", "O", "H", "H", "H", "H", "H", "H", "C", "C", "O", "H", "H", "H", "H", "H", "H"], "coordinates": [[-0.594422, 4.090353, 0.061013], [2.832888, 3.098443, 0.897483], [0.069188, 2.500943, 3.096583], [0.213398, -0.133877, -0.435307], [0.257658, 0.749943, 0.739133], [0.438038, 1.953593, 0.611063], [0.052668, 0.241273, 1.904423], [1.120028, -0.733537, -0.516077], [0.336028, 0.448153, -1.348707], [-0.670722, -0.768597, -0.495107], [-2.407302, -1.873437, 1.968593], [-1.648282, -1.487567, 3.108033], [-3.199562, -2.523617, 2.339663], [-2.748222, -0.900677, 1.614203], [-1.723242, -2.356207, 1.270673], [-0.914592, -1.000207, 2.726233], [2.264578, -0.082017, 5.034423], [1.181268, 0.691403, 4.466093], [1.929468, -0.169547, 6.067923], [2.290278, -1.108897, 4.669803], [3.241468, 0.379943, 4.891643], [1.125578, 0.435683, 3.542463], [-2.124442, -2.985347, -3.254917], [-1.313082, -2.613407, -4.418437], [-1.436942, -3.752087, -5.166607], [-3.189442, -3.069857, -3.471087], [-2.058712, -2.346107, -2.374487], [-1.886552, -3.986077, -2.894287], [-0.245602, -2.581247, -4.200367], [-1.841962, -1.778337, -4.877837], [-1.116982, -4.577267, -4.794697], [-2.487142, 2.931003, -3.193547], [-2.504682, 2.175993, -1.872827], [-2.336082, 3.031333, -0.786537], [-1.555722, 3.497083, -3.204197], [-3.371082, 3.568563, -3.209907], [-2.504612, 2.219173, -4.018837], [-1.659512, 1.488163, -1.898797], [-3.374512, 1.520043, -1.837767], [-3.095662, 3.618053, -0.767057], [3.372938, 0.030553, 1.904213], [4.009478, -0.008007, 0.452223], [4.283558, 1.315113, 0.153423], [2.852638, -0.886747, 2.179813], [2.627228, 0.825503, 1.895353], [4.082748, 0.214513, 2.710703], [3.380888, -0.464007, -0.312657], [4.975968, -0.511457, 0.475403], [5.071088, 1.673303, 0.569473]], "forces_ev_per_a": [[0.30, -1.25, 0.19], [-0.70, -0.52, 0.05], [0.76, -1.23, -0.81], [0.70, -0.11, -1.56], [-1.45, -4.23, 2.41], [0.85, 4.70, -0.09], [0.61, 1.93, -1.09], [-0.13, -0.50, 0.62], [-0.53, 0.23, -0.03], [0.15, 0.01, 0.24], [0.57, 0.75, 1.00], [0.38, -0.35, 0.66], [-0.03, 0.10, -0.52], [-0.81, -0.40, -0.93], [-0.46, -0.30, -0.38], [0.10, -0.05, 0.32], [-0.66, -0.18, 1.00], [-0.03, 0.78, -1.04], [0.81, 0.14, 0.15], [-0.21, 0.13, -0.40], [-0.19, 0.17, 0.26], [-0.15, -0.77, -0.42], [-1.21, 0.01, 3.02], [0.07, -1.29, 1.18], [-0.55, -1.37, -4.06], [0.02, 0.25, -0.42], [0.12, 0.40, 0.18], [0.39, -0.02, 0.07], [0.10, 1.47, 0.24], [0.92, 0.12, -0.66], [0.16, 0.45, 0.47], [-0.12, -0.22, 0.89], [0.66, -1.92, -2.65], [0.22, 1.33, 1.60], [-0.12, 0.28, -0.43], [0.15, 0.23, -0.46], [-0.07, 0.19, -0.04], [0.14, 0.07, 0.41], [-0.31, 0.37, 0.67], [-0.52, 0.16, 0.15], [0.17, -1.01, -1.13], [0.34, -1.23, 2.91], [-0.76, 3.37, -1.28], [-0.04, -0.09, -0.17], [-0.20, 0.13, 0.14], [0.30, 0.16, -0.35], [-0.03, 0.33, 0.11], [-0.27, -0.52, -0.05], [0.57, -0.70, 0.00]]}

***

[2]
{"formula": "C11H14BrOP", "method": "ωB97M-V/def2-TZVPD", "de_lowest_kj_mol": 0.0, "lumo_ev": [-0.6839, -0.6845], "spin_multiplicity": 1, "homo_lumo_gap_ev": [7.13, 7.13], "symbols": ["C", "C", "C", "C", "C", "C", "C", "C", "C", "C", "C", "O", "P", "Br", "H", "H", "H", "H", "H", "H", "H", "H", "H", "H", "H", "H", "H", "H"], "coordinates": [[4.224722, 0.145763, 0.885254], [3.772426, 1.235585, 0.093115], [3.791232, -1.134721, 0.595403], [2.720507, 1.032451, -0.831735], [2.778522, -1.325538, -0.289852], [2.220029, -0.295747, -0.998179], [-2.409880, -0.576703, -0.213719], [-3.320308, 0.226478, 0.353181], [-4.498579, 0.734788, -0.387349], [-3.077290, 0.836066, 1.766614], [1.028530, -0.488636, -1.810506], [-0.009915, -0.423512, 1.412979], [-0.660028, -0.850906, 0.177451], [-0.591597, -3.046705, -0.192536], [4.999715, 0.372858, 1.762009], [4.161901, 2.241278, 0.226812], [4.235318, -1.909500, 1.192264], [2.180507, 1.768710, -1.445354], [2.415630, -2.453098, -0.396997], [-2.581424, -0.846049, -1.236116], [-4.940141, -0.111331, -0.973397], [-5.106271, 1.394085, 0.268893], [-3.903716, 1.406340, -1.206745], [-2.298220, 0.196359, 2.250828], [-4.075312, 1.033745, 2.224619], [-2.654896, 1.829118, 1.523502], [0.930419, 0.351958, -2.412901], [0.668112, -1.343140, -2.337530]], "forces_ev_per_a": [[1.66, 2.02, 0.71], [-1.10, -0.36, -0.24], [0.88, 0.87, 1.50], [0.26, -1.42, 0.41], [-0.59, -4.07, -0.30], [-0.47, 0.63, -0.17], [0.50, 0.68, 0.22], [1.24, 0.19, 2.15], [1.76, 1.07, -2.29], [0.00, -0.35, -1.91], [-0.95, -0.12, 2.23], [-0.11, 0.30, 0.82], [0.54, 0.02, -2.90], [0.05, -0.37, 0.15], [-1.73, -0.69, -2.20], [-0.02, -0.20, 0.15], [-0.17, -0.56, -0.07], [0.80, 0.16, 0.57], [0.54, 2.71, -0.05], [-0.03, -0.44, -0.58], [-0.34, 1.08, 0.68], [-0.11, -0.78, -0.89], [-1.98, -1.12, 1.67], [-1.06, 0.87, 0.28], [1.04, -0.58, 0.27], [0.02, -0.26, 0.48], [-1.04, 1.70, -0.92], [0.42, -0.98, 0.24]]}

***

[3]
{"formula": "C4H6N2", "method": "ωB97M-V/def2-TZVPD", "de_lowest_kj_mol": 456.3, "lumo_ev": 1.2123, "spin_multiplicity": 1, "homo_lumo_gap_ev": 10.14, "smiles": "N1[C@H]2[C@@H]1[C@H]1N[C@@H]21", "symbols": ["N", "C", "C", "C", "N", "C", "H", "H", "H", "H", "H", "H"], "coordinates": [[-0.999491, -1.294713, -0.425118], [-1.099574, 0.121854, -0.176970], [-0.001677, -0.428672, -1.005441], [1.047326, 0.255363, -0.135115], [1.065287, 0.108159, 1.297714], [-0.014766, 0.850763, 0.708447], [-0.775817, -1.927166, 0.344392], [-1.994636, 0.636971, -0.504512], [0.267041, -0.188771, -2.028635], [1.738594, 0.751236, -0.803191], [0.894592, -0.781569, 1.764850], [-0.126875, 1.896541, 0.963581]], "forces_ev_per_a": [[0.31, -0.01, 0.09], [-0.31, 0.25, -0.08], [-0.24, -0.10, -0.13], [0.21, 0.24, 0.15], [-0.06, -0.24, -0.12], [-0.10, 0.43, 0.14], [0.42, 0.34, -0.16], [0.08, -0.04, 0.06], [-0.98, -1.02, -0.47], [0.86, 0.27, 0.99], [-0.13, -0.04, -0.56], [-0.05, -0.08, 0.09]]}

***

[4]
{"formula": "C5H13NS", "method": "ωB97M-V/def2-TZVPD", "de_lowest_kj_mol": 181.1, "lumo_ev": 0.9443, "spin_multiplicity": 1, "homo_lumo_gap_ev": 9.98, "smiles": "CN[C@@H](C)CCS", "symbols": ["C", "N", "C", "C", "C", "C", "S", "H", "H", "H", "H", "H", "H", "H", "H", "H", "H", "H", "H", "H"], "coordinates": [[1.240495, 1.061629, -1.914607], [-0.051848, 0.532490, -1.464032], [0.101163, 0.464424, 0.035240], [0.036532, 1.817473, 0.756516], [-1.042594, -0.539562, 0.597376], [-0.542684, -1.986111, 0.564686], [-1.278578, -3.326274, 1.499335], [1.745008, 1.817147, -1.239873], [1.877068, 0.283507, -2.138884], [1.031656, 1.769710, -2.772788], [-0.195476, -0.363249, -1.804224], [1.086426, 0.029698, 0.224342], [1.100731, 1.925372, 1.092099], [-0.296090, 2.597926, 0.030523], [-0.547922, 1.772449, 1.746457], [-1.122028, -0.274928, 1.633733], [-2.007413, -0.410519, 0.090669], [-0.820932, -2.433014, -0.347648], [0.477246, -1.936103, 0.854556], [-0.790760, -2.802065, 2.556525]], "forces_ev_per_a": [[-1.66, 3.68, -1.05], [1.02, 3.20, 3.11], [-2.83, -2.01, -0.48], [0.74, -0.26, 0.68], [1.35, 0.35, -0.05], [-1.17, 0.60, -0.30], [-0.92, -0.21, -0.21], [-0.77, -1.30, -0.03], [1.84, -1.43, -0.76], [0.52, -1.23, 0.23], [-0.16, -1.99, -0.77], [-0.06, -0.31, 0.33], [-0.92, 0.93, -0.31], [0.24, -0.35, 0.99], [0.48, 0.21, -1.81], [-0.49, 0.22, 0.64], [0.31, 0.16, 0.11], [1.02, 0.03, -2.04], [1.09, -0.48, -0.50], [0.37, 0.18, 2.20]]}

***

[5]
{"formula": "C17H18N8O3RhS", "method": "ωB97M-V/def2-TZVPD", "de_lowest_kj_mol": 56.3, "lumo_ev": [0.2258, 0.2242], "spin_multiplicity": 2, "homo_lumo_gap_ev": [7.77, 7.99], "symbols": ["Rh", "O", "N", "C", "C", "C", "C", "C", "S", "H", "H", "H", "H", "N", "N", "C", "O", "O", "H", "H", "H", "C", "C", "N", "C", "C", "N", "C", "N", "N", "N", "C", "C", "C", "C", "C", "C", "H", "H", "H", "H", "H", "H", "H", "H", "H", "H", "H"], "coordinates": [[1.089313, -0.980952, 2.160051], [-0.562629, -2.409066, 2.470807], [-1.791312, -1.914456, 2.419351], [-2.805532, -2.799600, 2.550400], [-4.103370, -2.394900, 2.685478], [-4.397874, -1.032728, 2.673486], [-3.365439, -0.146801, 2.512155], [-2.034355, -0.580225, 2.390786], [-0.729311, 0.543328, 2.273955], [-2.485124, -3.830233, 2.552246], [-4.880485, -3.137048, 2.799110], [-5.413726, -0.680425, 2.790025], [-3.544112, 0.918629, 2.477542], [1.248937, -0.999345, 4.465442], [2.600798, -0.930311, 4.803338], [3.586912, -1.006798, 3.809863], [4.752128, -1.073715, 4.150221], [3.122777, -0.962402, 2.610451], [0.732329, -0.215379, 4.847005], [0.818129, -1.877738, 4.736878], [2.890746, -1.092029, 5.752848], [2.856554, 0.609973, -0.229089], [1.808489, -0.329767, -0.711377], [1.060111, -1.105689, 0.045341], [0.230541, -1.829337, -0.776403], [0.482089, -1.486312, -2.061449], [1.482654, -0.534185, -2.011885], [2.032001, 0.148347, -3.164779], [0.995053, 0.775320, -3.933270], [0.810439, 0.441409, -5.236421], [-0.111689, 1.166256, -5.729638], [-0.577788, 2.021162, -4.750545], [-1.572998, 3.000753, -4.778347], [-1.808486, 3.689552, -3.611188], [-1.089183, 3.419383, -2.429784], [-0.106118, 2.457129, -2.385351], [0.136963, 1.772496, -3.578454], [2.906275, 0.552962, 0.855563], [2.635013, 1.638640, -0.522018], [3.837011, 0.339730, -0.623769], [-0.480788, -2.533613, -0.381799], [0.057593, -1.813272, -2.995068], [2.523358, -0.560560, -3.827927], [2.750604, 0.885643, -2.812626], [-2.128226, 3.198604, -5.685182], [-2.568539, 4.459331, -3.593421], [-1.319776, 3.977351, -1.532034], [0.430050, 2.240900, -1.470530]], "forces_ev_per_a": [[-0.03, -0.14, 1.62], [-0.03, 0.00, -0.48], [-0.32, 0.04, 0.55], [-0.10, -0.14, -0.09], [-0.14, -0.28, -0.04], [0.14, 0.14, -0.03], [-0.15, -0.01, -0.11], [0.30, 0.39, -0.04], [-0.11, -0.29, -0.23], [0.01, 0.01, 0.04], [0.05, -0.03, -0.01], [0.01, -0.01, -0.02], [0.06, 0.00, 0.04], [-0.11, 0.03, -1.36], [0.12, 0.13, 0.27], [-0.16, 0.04, 0.03], [-0.06, -0.01, 0.04], [0.38, -0.12, -1.22], [-0.07, 0.01, -0.05], [-0.05, -0.02, -0.03], [-0.11, -0.06, 0.03], [-0.05, 0.00, -0.09], [0.01, 0.01, -0.07], [0.37, 0.42, 1.12], [-0.11, -0.04, 0.07], [0.06, 0.02, -0.04], [-0.06, -0.07, -0.02], [-0.06, -0.13, 0.04], [0.08, 0.07, -0.01], [0.03, 0.01, 0.12], [-0.12, 0.04, -0.14], [0.12, -0.06, 0.20], [-0.02, 0.01, -0.05], [-0.09, 0.06, -0.08], [0.07, -0.07, -0.01], [0.02, 0.03, 0.07], [-0.05, -0.01, -0.09], [0.06, -0.02, 0.00], [0.00, 0.00, 0.00], [0.00, 0.00, 0.01], [0.04, 0.01, 0.04], [-0.01, 0.01, 0.03], [0.04, 0.04, -0.05], [0.03, -0.01, 0.01], [0.00, 0.01, 0.02], [0.00, -0.01, 0.01], [-0.01, 0.01, -0.01], [-0.01, 0.00, -0.01]]}

***

| no. | E_tot (eV) |
| --- | --- |
| 1 | -94493.829 |
| 2 | -93010.615 |
| 3 | -7220.862 |
| 4 | -17719.374 |
| 5 | -49826.450 |